#A
ORCA calculation (the ωB97M-V functional and the def2-TZVPD basis) on C7H14N2 as an isolated structure.

Last column: Löwdin charge in e.
Geometry (Å):
1 N 3.175 -0.639 0.283  0.039
2 N -0.699 -0.134 -0.477  -0.175
3 C -1.691 -0.430 0.446  -0.271
4 C 1.683 -0.099 -0.060  -0.449
5 C 1.337 1.013 -1.090  -0.076
6 C 1.086 0.869 1.142  -0.022
7 C 0.018 1.184 -0.103  -0.185
8 C 0.579 -1.020 -0.523  -0.153
9 C -3.209 -0.075 -0.174  -0.103
10 H 2.782 -1.987 0.543  0.221
11 H 2.077 1.796 -1.063  0.084
12 H 0.556 0.523 2.074  0.087
13 H 0.305 -1.787 0.250  0.100
14 H 1.079 0.761 -2.221  0.145
15 H -3.629 0.931 -0.110  0.040
16 H 0.675 -1.610 -1.352  0.081
17 H -1.628 0.408 1.610  0.180
18 H 1.714 1.810 1.265  0.115
19 H -0.802 1.857 -0.067  0.105
20 H 3.628 -0.743 -0.594  -0.017
21 H -1.575 -1.646 0.832  0.155
22 H -3.948 -0.652 0.534  0.081
23 H -3.515 -0.328 -1.147  0.019

Computed properties:
frontier orbital gap: 9.2 eV
E_HOMO: -8.48 eV
E_LUMO: 0.69 eV

=====

#B
ORCA calculation (the ωB97M-V functional and the def2-TZVPD basis) on an isolated molecule of C7H14N2.

Last column: Löwdin charge in e.
Geometry (Å):
1 N -1.476 -1.133 -0.484  -0.109
2 N -2.716 -1.452 0.038  -0.028
3 C 1.630 -1.271 0.565  -0.082
4 C 1.040 -0.080 -1.526  -0.031
5 C -1.754 2.278 0.128  0.128
6 C 0.857 -0.124 0.025  -0.507
7 C 1.481 1.237 0.577  -0.007
8 C -1.345 1.185 0.391  -0.111
9 C -0.655 -0.140 0.388  -0.272
10 H -3.304 -0.642 -0.157  0.072
11 H 0.725 1.861 0.913  0.029
12 H 1.143 -1.069 -1.963  0.083
13 H 2.106 1.033 1.387  0.065
14 H -2.617 -1.700 0.995  0.064
15 H 0.132 0.555 -1.881  0.119
16 H -1.679 -0.709 -1.396  0.109
17 H 1.573 -1.543 1.676  0.116
18 H 2.631 -1.101 0.436  0.048
19 H 1.875 1.808 -0.209  0.066
20 H -2.232 3.163 0.295  0.003
21 H -0.742 -0.413 1.442  0.138
22 H 1.474 -2.229 0.068  0.084
23 H 1.853 0.486 -1.709  0.022

Computed properties:
frontier orbital gap: 9.1 eV
E_HOMO: -8.26 eV
SMILES: C#C[C@@H](NN)C(C)(C)C
E_LUMO: 0.87 eV

=====

Relative to the most stable one, in hartree, the structures come out at #A 0.1086; #B 0.0000.

=====

#A
ORCA calculation (the ωB97M-V functional and the def2-TZVPD basis) on an isolated molecule of C7H14N2.

Last column: Löwdin charge in e.
Geometry (Å):
1 N 2.277 0.850 2.062  -0.010
2 N -2.060 -1.328 0.764  0.072
3 C 0.406 0.698 0.358  -0.295
4 C -0.551 -0.705 -1.065  -0.352
5 C 0.065 1.855 -0.215  0.045
6 C -1.780 -0.886 -0.517  -0.184
7 C 0.700 -0.656 -0.230  -0.126
8 C -0.344 -0.799 -2.553  -0.071
9 C 0.838 0.733 1.908  -0.248
10 H 0.529 -0.171 2.443  0.097
11 H -2.988 -1.111 1.096  0.083
12 H -1.286 -0.739 -3.095  0.072
13 H 0.213 2.806 0.272  0.058
14 H 2.745 0.046 1.656  0.061
15 H 0.739 -1.454 0.515  0.115
16 H 0.147 -1.738 -2.815  0.080
17 H -0.567 1.895 -1.088  0.062
18 H 2.614 1.672 1.572  0.069
19 H -1.314 -1.157 1.422  0.062
20 H 0.291 0.015 -2.903  0.072
21 H 1.601 -0.621 -0.845  0.124
22 H -2.658 -0.798 -1.144  0.114
23 H 0.382 1.594 2.402  0.099

Computed properties:
frontier orbital gap: 8.3 eV
E_HOMO: -7.33 eV
SMILES: C=C(CN)C/C(C)=C\N
E_LUMO: 0.92 eV

=====

#B
ORCA calculation (the ωB97M-V functional and the def2-TZVPD basis) on C7H14N2 as an isolated structure.

Last column: Löwdin charge in e.
Geometry (Å):
1 N 1.363 0.891 0.646  0.074
2 N 2.447 -0.956 -1.616  0.066
3 C -0.251 1.363 -1.141  -0.031
4 C -1.176 0.526 1.413  -0.076
5 C 0.201 0.478 0.003  -0.504
6 C -0.815 0.938 2.618  -0.069
7 C -1.265 -1.548 -0.648  -0.082
8 C 0.023 -0.962 -0.113  -0.273
9 C 1.294 -1.374 -1.380  -0.154
10 H 0.425 -1.496 0.745  0.130
11 H -1.519 1.107 3.428  0.043
12 H 1.487 1.887 0.747  0.103
13 H -1.087 -2.535 -1.077  0.074
14 H -2.238 0.382 1.221  0.065
15 H 2.059 0.226 0.947  0.102
16 H -1.707 -0.933 -1.429  0.082
17 H 0.023 0.971 -2.117  0.081
18 H 0.982 -2.252 -1.959  0.074
19 H 0.212 1.207 2.849  0.032
20 H 2.711 -0.105 -1.112  0.033
21 H -1.336 1.463 -1.127  0.078
22 H -1.990 -1.646 0.157  0.070
23 H 0.157 2.370 -1.055  0.081

Computed properties:
frontier orbital gap: 8.8 eV
E_HOMO: -7.80 eV
E_LUMO: 0.98 eV

=====

#C
ORCA calculation (the ωB97M-V functional and the def2-TZVPD basis) on a 2-piece molecular cluster, C7H14N2 overall.

Last column: Löwdin charge in e.
Geometry (Å):
1 N -0.990 -1.302 0.789  0.041
2 N -1.435 -3.121 -0.352  0.066
3 C -1.493 -0.881 -0.456  -0.043
4 C -1.698 -2.393 -2.651  -0.061
5 C -1.637 -2.080 -1.184  -0.359
6 C -1.096 -2.642 0.825  -0.207
7 C 2.150 1.042 0.989  -0.141
8 C 1.413 3.406 0.834  -0.118
9 C 0.954 1.913 0.826  -0.335
10 H 0.369 1.721 -0.062  0.077
11 H -1.775 0.141 -0.641  0.100
12 H 0.677 4.055 1.257  0.051
13 H 2.759 1.405 1.820  0.072
14 H -1.106 -1.751 -3.323  0.071
15 H 2.868 0.991 0.163  0.081
16 H 1.761 0.022 1.100  0.061
17 H 1.761 3.732 -0.161  0.077
18 H -2.625 -2.172 -3.244  0.077
19 H -0.793 -3.385 1.549  0.115
20 H 0.147 1.820 1.623  0.110
21 H -1.016 -0.588 1.500  0.134
22 H 2.308 3.538 1.441  0.059
23 H -1.502 -3.470 -2.644  0.071

Computed properties:
frontier orbital gap: 9.2 eV
E_HOMO: -8.41 eV
SMILES: Cc1c[nH]cn1.CCC
E_LUMO: 0.84 eV

=====

#D
ORCA calculation (the ωB97M-V functional and the def2-TZVPD basis) on a 2-piece molecular cluster, C7H14N2 overall.

Last column: Löwdin charge in e.
Geometry (Å):
1 N 0.557 1.897 -1.128  0.083
2 N -0.523 0.358 -2.386  0.045
3 C -2.011 1.514 -0.668  -0.064
4 C -0.497 -1.408 0.740  -0.170
5 C 0.914 -0.977 0.697  -0.388
6 C -0.811 1.146 -1.481  -0.556
7 C 1.422 -0.100 1.571  0.020
8 C 1.732 -1.570 -0.420  -0.064
9 C -1.206 -1.619 1.849  0.020
10 H -1.853 1.269 0.385  0.064
11 H 1.765 -2.660 -0.334  0.085
12 H -2.231 2.582 -0.738  0.070
13 H -2.868 0.951 -1.035  0.077
14 H -0.957 -1.582 -0.229  0.101
15 H 0.603 2.906 -1.271  0.098
16 H -0.772 -1.504 2.835  0.060
17 H 2.470 0.177 1.547  0.062
18 H 0.812 0.348 2.347  0.062
19 H 2.755 -1.192 -0.418  0.076
20 H -2.241 -1.933 1.801  0.055
21 H 1.273 -1.338 -1.385  0.061
22 H 0.948 1.643 -0.218  0.066
23 H 0.720 1.092 -2.061  0.135

Computed properties:
frontier orbital gap: 8.8 eV
E_HOMO: -8.12 eV
E_LUMO: 0.69 eV

=====

Relative to the most stable one, in hartree, the structures come out at #A 0.0416; #B 0.0935; #C 0.0000; #D 0.0956.

=====

#A
ORCA calculation (the ωB97M-V functional and the def2-TZVPD basis) on a 2-piece molecular cluster, C7H14N2 overall.

Last column: Löwdin charge in e.
Geometry (Å):
1 N 3.257 1.024 -1.356  -0.021
2 N 1.526 -0.306 -1.072  0.096
3 C -4.051 -1.222 -0.522  -0.166
4 C 1.043 -0.172 2.269  -0.072
5 C -2.552 -0.644 -0.716  -0.149
6 C 2.691 1.501 -0.139  -0.053
7 C 0.494 0.705 1.125  -0.141
8 C 2.651 -0.032 -1.825  -0.211
9 C 1.563 0.733 -0.114  -0.285
10 H 2.068 -0.291 2.449  0.064
11 H 4.321 1.257 -1.566  0.203
12 H -2.733 0.444 -0.865  0.064
13 H 2.903 2.439 0.306  0.097
14 H 0.698 0.270 3.118  0.031
15 H -4.218 -1.484 0.552  0.061
16 H -4.779 -0.516 -0.868  0.038
17 H 0.525 -1.065 2.218  0.049
18 H -2.156 -1.298 -1.507  0.061
19 H -4.130 -2.176 -1.027  0.041
20 H 0.307 1.718 1.271  0.063
21 H -0.437 0.418 0.566  0.071
22 H -2.077 -0.743 0.323  0.060
23 H 3.085 -0.560 -2.619  0.099

Computed properties:
frontier orbital gap: 9.6 eV
E_HOMO: -8.76 eV
SMILES: CCc1c[nH]cn1.CC
E_LUMO: 0.84 eV

=====

#B
ORCA calculation (the ωB97M-V functional and the def2-TZVPD basis) on a 2-piece molecular cluster, C7H14N2 overall.

Last column: Löwdin charge in e.
Geometry (Å):
1 N 2.619 0.774 -1.825  0.017
2 N 2.675 -1.817 0.595  0.133
3 C -0.519 0.199 -0.019  -0.238
4 C -1.819 0.633 0.608  -0.395
5 C 3.080 0.395 -0.538  -0.224
6 C -0.665 -1.139 -0.745  -0.094
7 C -2.127 0.048 1.954  -0.063
8 C 2.940 -0.784 -0.001  -0.217
9 C -2.647 1.447 -0.014  0.034
10 H -2.352 -1.020 1.864  0.082
11 H 0.248 0.100 0.748  0.098
12 H -2.428 1.854 -0.986  0.057
13 H -3.586 1.752 0.425  0.057
14 H 1.940 0.122 -2.195  0.064
15 H 0.284 -1.451 -1.169  0.045
16 H -0.194 0.955 -0.731  0.093
17 H -1.264 0.151 2.618  0.082
18 H -2.984 0.542 2.404  0.073
19 H -0.995 -1.913 -0.065  0.069
20 H 3.686 1.131 -0.030  0.107
21 H 3.268 -2.638 0.466  0.067
22 H -1.401 -1.058 -1.547  0.077
23 H 2.241 1.719 -1.816  0.076

Computed properties:
frontier orbital gap: 8.7 eV
E_HOMO: -7.88 eV
SMILES: C=C(C)CC.N=C=CN
E_LUMO: 0.82 eV

=====

Relative to the most stable one, in hartree, the structures come out at #A 0.0025; #B 0.0000.